Entry 1:
The following is a quantum chemistry calculation of a gas-phase ion, C6H10N (charge +1) at a distorted geometry, from OMol25.

Structure (XYZ):
```
17
Properties=species:S:1:pos:R:3:forces:R:3:mulliken_charge:R:1
C -1.256167 1.633170 0.044536 -5.660 3.810 1.097 -1.06
C -0.191213 0.875753 -0.202062 5.073 -4.572 -1.941 0.54
C 2.186299 0.605497 0.546202 0.050 1.108 3.330 -0.50
C 1.782912 -0.616256 -0.063809 0.139 -1.363 -1.846 -0.43
C -1.275479 0.212574 0.509373 -1.459 -0.886 1.105 -0.27
C 1.146138 0.696017 -0.610800 -0.415 0.238 -0.274 -0.19
N -2.196624 -0.718639 -0.327085 -0.855 -0.271 -2.341 -0.38
H -1.726763 2.609019 0.011658 0.066 -0.429 0.419 0.33
H 1.653967 0.835224 1.473819 0.481 0.017 -0.090 0.23
H 3.181096 1.065722 0.545947 -0.373 -0.394 -0.713 0.30
H 2.534192 -1.067191 -0.705463 -0.181 0.045 -0.179 0.27
H 1.091106 -1.386510 0.344781 0.554 1.048 0.074 0.21
H -1.431184 -0.307958 1.483395 0.989 1.474 -0.078 0.39
H 1.492487 1.315187 -1.457526 -0.027 -0.755 0.313 0.43
H -1.681013 -1.617334 -0.561261 -0.841 1.407 0.021 0.37
H -2.459345 -0.156872 -1.185413 0.860 -0.972 0.511 0.40
H -3.177450 -0.988406 -0.014424 1.597 0.495 0.592 0.37
```
Positions in Å, forces in eV/Å.

As for the net charge: +1. Its HOMO energy (spin up / spin down) is -9.4 / -14.5 eV. The expectation value of S² is 2.008. The gap between HOMO and LUMO (spin up / spin down) comes out at 0.2193 / 0.2750 Eh. The multiplicity is 3. The energy above the lowest of the compared OMol25 structures with the same formula, charge and spin is 112.0 kcal/mol.

Entry 2:
The following is a quantum chemistry calculation of a molecular structure, C44H43BBrCl3F4N5O4W at a distorted geometry, from OMol25.

Structure (XYZ):
```
106
Properties=species:S:1:pos:R:3:forces:R:3:mulliken_charge:R:1
W -0.066739 0.326346 -0.323982 1.798 -0.051 -1.229 1.68
C -0.420401 3.453748 1.538021 -0.184 -0.093 0.014 -0.88
C 0.320530 2.447939 2.358259 -0.186 -0.184 -0.875 0.71
C 0.620065 2.780330 3.666397 0.422 -0.807 0.793 -1.06
C 1.165829 1.821978 4.515364 -0.427 0.888 -0.512 -1.07
C 1.388782 0.564967 4.015768 -0.034 -0.716 -1.017 -1.09
C 1.132526 0.281175 2.660768 -0.511 2.425 0.496 0.31
N 0.630191 1.250401 1.814263 0.482 -0.876 0.703 0.44
C 1.288330 -1.043084 2.127672 -0.558 -1.667 -2.140 0.93
C 1.889294 -2.079916 2.848581 -0.092 0.367 -0.107 -1.06
C 1.984040 -3.351859 2.327113 -0.399 0.105 -0.991 -1.51
C 1.496838 -3.582912 1.034716 0.346 0.042 0.960 -0.91
C 0.929681 -2.544825 0.328316 -0.443 1.583 0.341 0.00
N 0.777773 -1.267797 0.839868 1.439 -1.509 1.986 1.01
C 0.410193 -2.735759 -1.021931 -0.831 0.100 -1.048 1.07
C 0.937309 -3.694179 -1.884580 -0.026 0.388 0.505 -0.75
C 0.344290 -3.880843 -3.117121 -0.385 0.266 -0.068 -1.32
C -0.786735 -3.143308 -3.421792 0.491 -0.281 0.145 -1.04
C -1.261357 -2.185246 -2.531159 -0.056 0.147 0.341 0.26
C -2.511385 -1.449628 -2.865861 -0.118 0.257 -0.042 -0.87
N -0.637933 -1.935763 -1.361624 0.493 -0.955 0.209 0.88
H 0.259141 4.018862 0.900484 -0.019 0.022 -0.060 0.02
H -0.913095 4.154943 2.207848 -0.021 0.033 -0.015 0.80
H -1.187085 2.960553 0.937410 0.169 0.139 0.160 -0.30
H 0.365698 3.758840 4.036465 -0.031 0.128 -0.013 0.58
H 1.356444 2.051938 5.550806 0.058 -0.004 0.121 0.46
H 1.724374 -0.213828 4.677074 0.076 -0.088 0.041 0.42
H 2.285432 -1.889055 3.832044 0.009 0.057 0.025 0.52
H 2.423224 -4.153093 2.896740 0.069 -0.095 0.096 0.50
H 1.538391 -4.569945 0.604376 -0.034 -0.042 -0.086 0.63
H 1.815017 -4.252292 -1.605250 0.088 -0.125 0.080 0.61
H 0.739295 -4.605060 -3.810495 0.046 -0.079 -0.110 0.49
H -1.310027 -3.303017 -4.350501 -0.084 0.014 -0.077 0.59
H -2.281298 -0.435308 -3.192315 -0.007 0.017 0.004 -0.03
H -3.157293 -1.383354 -1.993251 -0.009 -0.004 -0.014 -0.11
H -3.046540 -1.946091 -3.671531 0.023 -0.122 0.011 0.68
C 6.236478 0.207818 -3.475240 -0.053 0.165 0.102 -1.59
C 6.229098 1.089102 -2.216043 0.256 0.058 -0.073 2.10
C 6.540755 2.530267 -2.624879 -0.092 -0.238 0.107 -2.10
C 7.313367 0.593961 -1.248041 -0.157 0.094 -0.052 -1.68
C 4.874412 0.959960 -1.557764 -0.193 -1.126 0.417 0.11
C 4.447370 -0.290315 -1.048985 0.428 0.956 -0.308 -1.14
C 3.184791 -0.445709 -0.556348 -1.017 0.125 0.426 -0.73
N 2.239671 0.527748 -0.505980 1.422 1.588 -0.714 0.85
C 2.654859 1.764821 -0.966249 1.147 -2.559 0.677 -0.49
C 3.959891 1.978315 -1.457413 -1.035 0.224 0.298 -0.46
C 1.635966 2.752520 -1.086650 -2.711 1.087 -0.027 0.49
C 1.919017 4.110485 -1.321655 0.169 -1.095 0.294 -1.05
C 0.944593 5.007345 -1.679266 -1.236 -0.215 -0.116 0.53
C -0.350584 4.454911 -1.865886 1.245 0.611 0.053 -1.17
C -0.607215 3.161699 -1.531367 -0.120 -1.189 0.316 -0.43
N 0.321104 2.280603 -1.041910 1.770 2.141 -0.673 0.99
C 1.180788 6.493819 -1.814096 0.151 0.289 -0.040 1.98
C 0.572930 7.159767 -0.566875 0.070 -0.098 -0.145 -1.74
C 0.502416 7.035644 -3.079426 0.062 -0.139 0.143 -1.73
C 2.670159 6.843508 -1.886403 -0.195 -0.114 0.032 -1.96
H 7.224091 0.230378 -3.927972 0.129 -0.002 -0.048 0.49
H 5.514593 0.571581 -4.201078 -0.080 0.009 -0.112 0.32
H 5.991061 -0.823752 -3.238948 -0.011 -0.161 0.001 0.31
H 7.521534 2.565194 -3.092339 0.073 0.022 -0.041 0.45
H 6.556465 3.189742 -1.759697 0.006 0.137 0.079 0.41
H 5.814387 2.897704 -3.346586 -0.061 0.098 -0.089 0.41
H 8.293911 0.758637 -1.685301 0.123 0.004 -0.055 0.49
H 7.212945 -0.468915 -1.048102 0.013 -0.130 0.062 0.33
H 7.264294 1.130657 -0.303739 0.039 0.060 0.134 0.37
H 5.101063 -1.145317 -1.058483 0.081 -0.132 -0.021 0.55
H 2.905081 -1.420682 -0.179705 -0.059 0.132 -0.075 0.24
H 4.194591 2.954032 -1.841179 0.043 0.121 -0.066 0.66
H 2.939007 4.424611 -1.203467 0.200 0.102 -0.046 0.62
H -1.153836 5.047914 -2.264163 -0.179 0.084 0.017 0.51
H -1.609987 2.781536 -1.664261 0.205 -0.100 0.161 -0.12
H -0.483174 6.920016 -0.473200 -0.139 0.003 0.029 0.34
H 0.677193 8.239534 -0.637610 0.010 0.126 -0.004 0.51
H 1.085578 6.823805 0.333149 0.022 -0.019 0.109 0.32
H -0.579867 6.987563 -3.010184 -0.142 0.001 -0.046 0.37
H 0.823622 6.469910 -3.951326 -0.007 -0.004 -0.144 0.38
H 0.780757 8.077383 -3.221934 -0.013 0.073 -0.009 0.48
H 3.193236 6.587425 -0.967919 0.091 -0.043 0.105 0.36
H 2.780313 7.914834 -2.036675 0.018 0.067 -0.002 0.46
H 3.147213 6.335164 -2.721256 0.121 -0.041 -0.112 0.42
F -1.689382 0.625773 -1.321185 -0.297 0.182 -0.486 -1.05
B -3.589110 1.268503 -0.801041 0.502 -0.084 0.558 0.53
F -4.105653 0.115345 -0.461974 -0.434 -0.741 0.085 -0.10
F -3.921370 1.824681 -1.928558 -0.188 0.479 -1.119 -0.19
F -3.031759 2.011795 0.140430 -0.206 0.789 0.540 -0.15
Cl 2.343103 2.283609 -4.311775 0.123 0.245 -0.187 -0.11
C 1.607788 0.674557 -4.451901 -0.116 -0.204 -0.049 1.11
Cl 2.795876 -0.551683 -4.022057 0.290 -0.177 -0.312 -0.15
Cl 1.028349 0.427135 -6.094580 -0.012 -0.026 0.116 -0.11
C 0.438808 0.664305 -3.431059 -0.797 -0.058 0.696 -0.19
O -0.560356 1.304892 -3.652330 0.031 0.344 -0.829 -0.69
O 0.678096 -0.018643 -2.372976 0.251 -0.082 0.442 -0.34
Br -3.278708 -4.665176 -0.256758 -0.051 0.060 0.058 -0.16
C -3.768004 -3.235737 0.900263 0.063 -0.057 -0.013 0.11
C -5.014150 -3.213313 1.506826 0.086 -0.117 -0.104 -0.37
C -5.333215 -2.160964 2.349223 0.016 0.034 -0.006 -0.71
C -4.431509 -1.132712 2.568232 0.308 0.061 -0.021 -1.05
C -3.195125 -1.156674 1.932661 -0.131 -0.221 -0.205 -0.30
C -2.858169 -2.219016 1.100115 0.095 -0.059 0.101 0.18
C -2.250650 -0.007399 2.008174 0.457 0.492 -0.329 0.25
O -2.207563 0.806205 2.902326 -0.064 -0.137 0.193 -0.68
O -1.453665 0.066202 0.949222 -1.462 -1.043 1.527 1.39
H -5.727431 -4.001760 1.322286 -0.023 -0.079 -0.016 0.45
H -6.304655 -2.144430 2.818484 -0.075 0.039 0.068 0.41
H -4.678461 -0.296843 3.201523 -0.046 0.120 0.102 0.49
H -1.894036 -2.229567 0.604835 -0.271 -0.012 0.017 0.40
```
Positions in Å, forces in eV/Å.

As for the net charge: +1. Its HOMO energy (spin up / spin down) is -9.5 / -9.3 eV. The gap between HOMO and LUMO (spin up / spin down) comes out at 0.2113 / 0.2007 Eh. The multiplicity is 1.